No. 1
{"formula": "C37H30F10MnN5S2", "method": "wB97M-V/def2-TZVPD", "s2": 6.199, "spin_multiplicity": 5, "total_charge": 0, "de_lowest_kj_mol": 68.20, "gap_ev": [6.2, 7.3], "species": ["Mn", "C", "N", "C", "C", "N", "C", "C", "F", "C", "F", "C", "F", "C", "F", "C", "F", "C", "C", "N", "C", "C", "F", "C", "F", "C", "F", "C", "F", "C", "F", "H", "H", "H", "H", "H", "H", "H", "H", "H", "H", "H", "C", "C", "C", "C", "C", "C", "C", "C", "S", "C", "N", "C", "C", "C", "C", "C", "C", "C", "C", "H", "H", "H", "H", "H", "H", "H", "H", "H", "H", "H", "H", "H", "H", "H", "H", "S", "C", "C", "N", "C", "H", "H", "H"], "coordinates": [[-0.242, -0.187, -1.372], [-2.911, 0.276, -1.109], [-1.710, 0.737, -0.319], [-1.324, 2.176, -0.282], [-1.199, 2.612, -1.746], [-0.501, 1.581, -2.544], [-0.586, 1.757, -3.905], [-1.090, 2.935, -4.507], [-1.269, 4.124, -3.847], [-1.447, 3.042, -5.875], [-1.837, 4.197, -6.448], [-1.170, 2.002, -6.761], [-1.323, 2.151, -8.060], [-0.445, 0.872, -6.274], [-0.024, 0.022, -7.242], [-0.209, 0.718, -4.900], [0.220, -0.486, -4.408], [-1.851, 0.176, 1.006], [-1.842, -1.315, 0.810], [-0.673, -1.682, 0.017], [-0.322, -2.970, 0.098], [1.005, -3.393, 0.046], [1.962, -2.546, -0.378], [1.475, -4.690, 0.338], [2.826, -4.914, 0.113], [0.519, -5.650, 0.601], [0.915, -6.862, 0.897], [-0.879, -5.245, 0.618], [-1.777, -6.229, 0.985], [-1.342, -3.965, 0.260], [-2.658, -3.781, 0.031], [-3.830, 0.340, -0.478], [-2.621, -0.695, -1.491], [-2.951, 0.926, -1.999], [-0.420, 2.269, 0.391], [-2.077, 2.851, 0.135], [-0.528, 3.508, -1.816], [-2.154, 2.909, -2.234], [-2.706, 0.593, 1.639], [-0.923, 0.491, 1.491], [-2.852, -1.690, 0.485], [-1.660, -1.715, 1.848], [0.041, 2.537, 6.966], [0.168, 1.273, 6.077], [-1.217, 0.817, 5.509], [0.749, 0.139, 6.921], [1.072, 1.627, 4.890], [2.453, 1.776, 5.224], [3.431, 1.791, 4.221], [3.003, 1.691, 2.901], [3.975, 1.458, 1.463], [2.552, 1.144, 0.541], [1.439, 1.130, 1.231], [1.641, 1.523, 2.534], [0.681, 1.694, 3.539], [2.767, 0.607, -0.823], [4.096, 0.698, -1.311], [4.564, -0.034, -2.397], [3.640, -0.856, -3.070], [2.422, -1.000, -2.582], [1.885, -0.243, -1.544], [-0.717, 2.404, 7.754], [-0.210, 3.426, 6.367], [1.028, 2.832, 7.431], [-1.863, 0.436, 6.282], [-1.178, -0.001, 4.799], [-1.731, 1.705, 5.053], [0.049, -0.365, 7.581], [1.555, 0.593, 7.576], [1.289, -0.594, 6.278], [2.712, 1.804, 6.304], [4.464, 2.082, 4.429], [-0.362, 1.896, 3.208], [4.791, 1.467, -0.846], [5.548, 0.194, -2.766], [3.966, -1.441, -3.905], [1.750, -1.760, -3.003], [-1.367, -3.266, -5.265], [-2.451, -1.982, -5.731], [-2.914, -1.499, -4.550], [-2.447, -2.013, -3.341], [-1.630, -2.986, -3.638], [-2.505, -1.700, -6.776], [-3.631, -0.696, -4.455], [-1.075, -3.552, -2.885]]}


No. 2
{"formula": "C37H31AsF9IN2O5PS3Zn", "method": "wB97M-V/def2-TZVPD", "spin_multiplicity": 1, "total_charge": -1, "de_lowest_kj_mol": 43.05, "gap_ev": 6.3, "species": ["Zn", "O", "C", "O", "C", "C", "C", "C", "C", "C", "N", "C", "C", "C", "C", "C", "C", "N", "H", "H", "H", "H", "H", "H", "H", "H", "H", "H", "C", "As", "C", "C", "S", "H", "H", "H", "H", "H", "H", "H", "H", "H", "O", "S", "O", "O", "S", "I", "F", "C", "F", "F", "C", "C", "C", "C", "C", "C", "P", "C", "C", "C", "C", "C", "C", "C", "F", "F", "F", "C", "C", "C", "C", "C", "C", "C", "F", "F", "F", "H", "H", "H", "H", "H", "H", "H", "H", "H", "H", "H", "H"], "coordinates": [[2.898, -1.426, -0.358], [-2.434, -1.268, 5.642], [-1.402, -0.415, 5.788], [-1.435, 0.401, 6.670], [-0.258, -0.527, 4.828], [-0.211, -1.422, 3.760], [0.876, -1.438, 2.903], [1.947, -0.575, 3.122], [1.895, 0.337, 4.175], [0.801, 0.356, 5.017], [3.012, -0.633, 2.206], [4.192, -0.344, 2.544], [5.281, -0.306, 1.547], [6.575, -0.022, 1.958], [7.588, 0.002, 1.011], [7.268, -0.255, -0.309], [5.945, -0.528, -0.636], [4.975, -0.551, 0.269], [-2.270, -1.909, 4.939], [-1.012, -2.125, 3.558], [0.917, -2.123, 2.065], [2.694, 1.054, 4.312], [0.742, 1.060, 5.836], [4.480, -0.128, 3.578], [6.779, 0.166, 3.004], [8.609, 0.212, 1.303], [8.024, -0.255, -1.082], [5.638, -0.747, -1.652], [3.465, 2.113, -3.032], [2.146, 2.188, -1.631], [2.740, 3.853, -0.805], [0.467, 2.840, -2.318], [2.045, 0.938, 0.082], [3.454, 3.101, -3.492], [3.236, 1.336, -3.753], [4.434, 1.923, -2.574], [2.652, 4.681, -1.512], [3.775, 3.757, -0.480], [2.115, 4.050, 0.064], [0.671, 3.654, -3.014], [-0.097, 3.215, -1.465], [-0.075, 2.044, -2.811], [3.493, -0.941, -2.296], [2.221, -1.165, -3.084], [2.515, -1.536, -4.450], [1.422, 0.082, -3.027], [1.266, -2.586, -2.021], [3.638, -3.667, 0.738], [-5.183, -0.418, -6.382], [-4.567, -1.560, -5.996], [-5.543, -2.474, -5.821], [-3.830, -1.969, -7.045], [-3.747, -1.357, -4.758], [-2.408, -1.018, -4.859], [-1.673, -0.759, -3.709], [-2.274, -0.835, -2.456], [-3.621, -1.186, -2.370], [-4.359, -1.442, -3.512], [-1.216, -0.455, -0.991], [-1.964, 1.138, -0.444], [-1.514, 1.655, 0.773], [-1.901, 2.912, 1.206], [-2.725, 3.688, 0.403], [-3.163, 3.203, -0.822], [-2.787, 1.936, -1.238], [-3.136, 5.068, 0.817], [-2.592, 5.447, 1.986], [-4.476, 5.179, 0.956], [-2.781, 5.997, -0.099], [-2.021, -1.602, 0.222], [-1.598, -2.932, 0.182], [-2.131, -3.881, 1.042], [-3.096, -3.505, 1.963], [-3.531, -2.186, 2.020], [-2.995, -1.245, 1.156], [-3.659, -4.488, 2.942], [-3.239, -5.744, 2.727], [-5.006, -4.512, 2.929], [-3.305, -4.173, 4.217], [-1.928, -0.974, -5.828], [-0.624, -0.501, -3.781], [-4.104, -1.258, -1.403], [-5.404, -1.715, -3.439], [-0.834, 1.070, 1.383], [-1.552, 3.291, 2.157], [-3.797, 3.817, -1.450], [-3.136, 1.568, -2.195], [-0.834, -3.224, -0.528], [-1.793, -4.907, 0.994], [-4.297, -1.897, 2.730], [-3.355, -0.226, 1.205]]}


No. 3
{"formula": "C37H31BaN12O3", "method": "wB97M-V/def2-TZVPD", "s2": 0.765, "spin_multiplicity": 2, "total_charge": 0, "de_lowest_kj_mol": 21.41, "gap_ev": [3.1, 6.4], "species": ["Ba", "O", "C", "N", "C", "C", "C", "C", "C", "C", "N", "C", "C", "C", "C", "C", "N", "H", "H", "H", "H", "H", "H", "H", "H", "H", "H", "C", "N", "C", "N", "C", "N", "C", "C", "C", "C", "C", "C", "C", "N", "N", "C", "O", "C", "C", "C", "C", "C", "C", "N", "C", "N", "C", "N", "C", "H", "H", "H", "H", "H", "H", "H", "H", "H", "H", "H", "H", "H", "H", "H", "H", "O", "N", "C", "C", "C", "C", "C", "H", "H", "H", "H", "H"], "coordinates": [[1.188, -1.300, -0.645], [5.378, 0.364, 0.358], [4.377, -0.375, 0.339], [3.765, -0.886, -0.716], [4.445, -0.572, -1.954], [3.698, -0.985, -3.201], [4.422, -1.173, -4.378], [3.761, -1.482, -5.547], [2.378, -1.607, -5.523], [1.736, -1.424, -4.318], [2.365, -1.099, -3.181], [3.796, -0.754, 1.699], [4.629, -0.614, 2.807], [4.159, -0.960, 4.058], [2.855, -1.419, 4.182], [2.087, -1.507, 3.039], [2.535, -1.193, 1.819], [5.431, -1.051, -1.987], [4.661, 0.504, -2.031], [5.501, -1.092, -4.355], [4.312, -1.641, -6.465], [1.816, -1.869, -6.408], [0.659, -1.548, -4.247], [5.625, -0.232, 2.643], [4.796, -0.873, 4.929], [2.439, -1.700, 5.140], [1.060, -1.854, 3.096], [-5.429, -1.806, 0.025], [-4.101, -1.496, -0.472], [-2.911, -1.851, 0.023], [-1.942, -1.300, -0.682], [-2.624, -0.600, -1.628], [-3.931, -0.685, -1.536], [-5.768, -1.104, 1.321], [-6.727, -1.665, 2.156], [-7.094, -1.028, 3.332], [-6.497, 0.166, 3.693], [-5.528, 0.727, 2.866], [-5.169, 0.096, 1.679], [-4.891, 1.976, 3.286], [-5.115, 2.652, 4.358], [-4.244, 3.728, 4.336], [-3.586, 3.643, 3.232], [-3.940, 2.551, 2.509], [-2.537, 4.532, 2.736], [-2.044, 5.532, 3.573], [-1.041, 6.368, 3.119], [-0.519, 6.210, 1.841], [-1.010, 5.219, 1.002], [-0.436, 5.024, -0.380], [0.351, 3.803, -0.478], [-0.064, 2.551, -0.677], [0.947, 1.713, -0.575], [1.999, 2.538, -0.293], [1.675, 3.809, -0.215], [-2.024, 4.385, 1.455], [-5.514, -2.885, 0.151], [-6.113, -1.507, -0.768], [-2.793, -2.500, 0.876], [-2.145, -0.027, -2.406], [-7.190, -2.607, 1.885], [-7.843, -1.472, 3.975], [-6.760, 0.673, 4.612], [-4.421, 0.548, 1.039], [-2.455, 5.635, 4.568], [-0.652, 7.143, 3.767], [0.280, 6.855, 1.498], [0.230, 5.841, -0.642], [-1.229, 4.969, -1.126], [-1.088, 2.292, -0.899], [3.010, 2.184, -0.149], [-2.425, 3.610, 0.812], [1.361, -3.675, -1.217], [2.246, -4.291, -2.054], [1.792, -4.760, -3.276], [2.677, -5.163, -4.231], [4.070, -5.111, -4.011], [4.497, -4.643, -2.738], [3.600, -4.246, -1.797], [0.719, -4.782, -3.386], [2.279, -5.534, -5.168], [4.775, -5.434, -4.762], [5.549, -4.600, -2.488], [3.869, -3.859, -0.826]]}


| no. | maximum force (eV/A) |
| --- | --- |
| 1 | 3.89 |
| 2 | 0.47 |
| 3 | 0.54 |